(1)
{"formula": "C21H30N2O6S", "method": "wB97M-V/def2-TZVPD", "smiles": "CCOC(=O)C1CCN(S(=O)(=O)c2ccc(OC)c(C(=O)N3CCCCC3)c2)CC1", "e_lumo_ev": 0.5, "charge": 0, "relative_energy_ev": 0.256, "species": ["C", "C", "H", "H", "O", "C", "O", "C", "C", "C", "N", "S", "O", "O", "C", "C", "C", "C", "C", "C", "H", "C", "O", "N", "C", "H", "C", "C", "C", "C", "H", "H", "H", "H", "H", "H", "H", "H", "H", "O", "C", "H", "H", "H", "H", "H", "C", "C", "H", "H", "H", "H", "H", "H", "H", "H", "H", "H", "H", "H"], "xyz": [[-2.73279, 4.21583, 3.18153], [-1.59570, 5.17510, 3.50312], [-1.51229, 5.31263, 4.58606], [-1.74367, 6.14013, 3.01452], [-0.34820, 4.69346, 3.00052], [0.30067, 3.78973, 3.74370], [-0.09653, 3.39582, 4.80899], [1.60310, 3.37824, 3.07592], [2.32620, 2.29699, 3.88262], [1.55711, 0.97721, 3.82533], [1.29919, 0.55319, 2.46431], [2.58311, -0.19312, 1.67346], [3.32438, -0.92209, 2.65876], [3.29969, 0.71436, 0.81792], [1.66868, -1.34059, 0.65377], [0.93363, -2.32704, 1.27747], [0.20833, -3.23191, 0.52145], [0.21858, -3.14201, -0.86908], [0.97054, -2.13237, -1.49431], [1.70035, -1.24358, -0.72538], [2.30516, -0.47788, -1.18554], [1.08165, -2.12366, -2.99769], [2.01785, -2.66688, -3.54990], [0.11426, -1.46110, -3.66198], [-1.05970, -0.87540, -3.06318], [-0.94839, -0.85664, -1.97797], [-2.30421, -1.66823, -3.46982], [-2.41111, -1.71581, -4.99213], [-1.13104, -2.30497, -5.57991], [0.07833, -1.49856, -5.10907], [1.00969, -1.95351, -5.44941], [0.01791, -0.47180, -5.48748], [-1.17232, -2.29944, -6.66971], [-1.01654, -3.33747, -5.24520], [-3.27260, -2.31652, -5.28880], [-2.55816, -0.70420, -5.37881], [-3.19212, -1.20546, -3.03627], [-2.21400, -2.68284, -3.07920], [-1.15048, 0.15789, -3.42195], [-0.47183, -3.96134, -1.70012], [-1.15398, -5.06751, -1.15405], [-1.97341, -4.75100, -0.50058], [-1.56139, -5.60960, -2.00604], [-0.47564, -5.72276, -0.60114], [-0.35618, -4.00307, 1.02030], [0.94459, -2.38270, 2.35371], [0.61970, 1.54651, 1.66341], [1.35744, 2.88638, 1.64362], [2.31860, 2.73837, 1.15016], [0.77818, 3.62259, 1.08581], [0.53933, 1.14303, 0.65123], [-0.38908, 1.67088, 2.07362], [2.13543, 0.18089, 4.29375], [0.59680, 1.07795, 4.33803], [2.42557, 2.60940, 4.92257], [3.31986, 2.14249, 3.45828], [2.22014, 4.28338, 3.03270], [-2.77997, 4.03332, 2.11036], [-3.67490, 4.64430, 3.51094], [-2.57782, 3.27100, 3.69676]], "mulliken_charge": [-1.096, -0.257, 0.319, 0.324, -0.328, 0.236, -0.610, 0.225, -0.824, -1.088, 0.108, 1.587, -0.782, -0.715, -0.803, -0.710, -1.081, 1.086, 0.011, 0.489, 0.636, 0.221, -0.699, 0.067, -0.643, 0.206, -0.386, -0.807, -0.532, -0.961, 0.459, 0.320, 0.357, 0.289, 0.384, 0.305, 0.373, 0.055, 0.508, -0.311, -1.087, 0.387, 0.254, 0.440, 0.490, 0.470, -0.720, -1.167, 0.442, 0.586, 0.133, 0.567, 0.476, 0.498, 0.450, 0.402, 0.472, 0.285, 0.394, 0.295]}

(2)
{"formula": "C21H30N3O2", "method": "wB97M-V/def2-TZVPD", "smiles": "CC(C)c1ccc(OC[C@H](O)CN2CC[NH+](c3ccccn3)CC2)cc1", "e_lumo_ev": -2.6, "charge": 1, "relative_energy_ev": 0.534, "species": ["C", "H", "H", "H", "C", "C", "C", "C", "C", "C", "C", "H", "H", "O", "C", "C", "O", "H", "H", "C", "N", "C", "C", "N", "H", "C", "N", "C", "C", "C", "C", "H", "H", "H", "H", "C", "C", "H", "H", "H", "H", "H", "H", "H", "H", "H", "H", "H", "H", "H", "H", "C", "H", "H", "H", "H"], "xyz": [[-7.42616, -0.13041, -0.82730], [-6.98397, -0.27627, -1.80969], [-8.40238, -0.60881, -0.81676], [-7.56217, 0.93662, -0.66656], [-6.53586, -0.72537, 0.26602], [-5.21190, -0.00563, 0.32247], [-4.33468, -0.01959, -0.75134], [-3.12226, 0.64886, -0.70980], [-2.76362, 1.36191, 0.42455], [-3.63378, 1.37929, 1.51210], [-4.83566, 0.70550, 1.45685], [-5.49648, 0.73778, 2.31039], [-3.34730, 1.93845, 2.38852], [-1.60458, 2.08644, 0.60646], [-0.64591, 2.20579, -0.40645], [0.56435, 1.28665, -0.15060], [1.62835, 1.60771, -1.03434], [1.25954, 1.79252, -1.90614], [0.92853, 1.51107, 0.85765], [0.16058, -0.20227, -0.22788], [1.16418, -1.19010, 0.10609], [1.84165, -1.07697, 1.36811], [3.15101, -0.26949, 1.28197], [4.03004, -0.87256, 0.24886], [4.22997, -1.84612, 0.52546], [5.34852, -0.23137, 0.17966], [6.32751, -1.05469, 0.49480], [7.56744, -0.59556, 0.46694], [7.86361, 0.71568, 0.11815], [6.82125, 1.56817, -0.21075], [5.51487, 1.09140, -0.18318], [4.68320, 1.72927, -0.43578], [7.01418, 2.59283, -0.48698], [8.88489, 1.05840, 0.10443], [8.33508, -1.30708, 0.73245], [3.33477, -0.89445, -1.06223], [2.03254, -1.69820, -0.91967], [1.50993, -1.70270, -1.87589], [2.28040, -2.73818, -0.66997], [3.10163, 0.13661, -1.33725], [3.99453, -1.34233, -1.80633], [2.95473, 0.76041, 0.98470], [3.67365, -0.27885, 2.23980], [1.17760, -0.61143, 2.09617], [2.07622, -2.08815, 1.72526], [-0.67684, -0.34270, 0.46240], [-0.19353, -0.43117, -1.23508], [-0.29169, 3.24395, -0.37408], [-1.06233, 2.01748, -1.40248], [-2.48446, 0.60179, -1.57973], [-4.59079, -0.55958, -1.65013], [-6.33716, -2.22664, 0.04672], [-7.29605, -2.73801, 0.07756], [-5.69826, -2.64309, 0.82256], [-5.87804, -2.42126, -0.91930], [-7.03893, -0.58557, 1.22858]], "mulliken_charge": [-1.455, 0.295, 0.445, 0.361, 0.188, 0.769, -0.343, -0.512, 0.751, -0.804, -0.714, 0.312, 0.442, -0.370, -1.094, 0.697, -0.467, 0.351, 0.265, -0.945, 0.290, -1.067, -0.503, 0.345, 0.506, -0.166, -0.548, -0.418, -0.326, -0.798, 0.193, 0.435, 0.437, 0.404, 0.442, -0.388, -0.971, 0.442, 0.357, 0.323, 0.442, 0.386, 0.412, 0.476, 0.351, 0.252, 0.181, 0.260, 0.555, 0.210, 0.290, -1.469, 0.458, 0.345, 0.282, 0.408]}

(3)
{"formula": "C21H30N5O4", "method": "wB97M-V/def2-TZVPD", "e_lumo_ev": -2.5, "charge": 1, "species": ["O", "O", "O", "O", "C", "C", "C", "C", "C", "C", "C", "C", "C", "C", "C", "C", "C", "C", "C", "N", "N", "N", "N", "N", "C", "C", "C", "C", "C", "C", "H", "H", "H", "H", "H", "H", "H", "H", "H", "H", "H", "H", "H", "H", "H", "H", "H", "H", "H", "H", "H", "H", "H", "H", "H", "H", "H", "H", "H", "H"], "xyz": [[-2.46243, -3.87395, -1.12740], [-4.70638, -0.89046, 2.03186], [-1.09842, 0.44060, -1.77804], [2.95623, 2.56005, -0.33242], [-3.24233, -2.92903, -1.15448], [-4.05697, -1.89322, 2.30122], [2.99325, -1.21611, -0.12009], [2.12492, 6.60590, 0.41120], [2.92058, 5.85580, 1.27994], [1.58875, 6.00972, -0.73189], [2.13745, 0.82375, -3.46355], [3.17467, 4.50718, 1.00528], [1.84694, 4.66230, -1.00405], [0.81187, 0.45191, -3.21329], [2.84987, 1.53222, -2.48995], [0.90933, 1.51538, -1.04961], [2.64046, 3.88678, -0.13122], [0.19656, 0.79966, -2.01058], [2.23962, 1.88399, -1.28274], [3.45699, -0.42706, 0.80816], [-4.21252, -2.50066, 3.47989], [1.79903, -1.77241, -0.03909], [-3.51710, -2.17618, -0.08524], [3.75382, -1.44410, -1.15229], [-3.94386, -2.56031, -2.44066], [-3.54123, -3.70916, 3.96240], [0.79186, -1.54602, 1.01194], [-0.53193, -2.22360, 0.64747], [-1.67719, -1.70938, 1.52981], [-3.02781, -2.41249, 1.28719], [-1.52224, 1.08303, -1.18407], [1.93002, 7.65422, 0.62110], [3.34432, 6.32335, 2.16473], [0.97916, 6.59806, -1.41262], [2.60508, 0.57273, -4.41272], [3.80036, 3.93489, 1.68122], [1.42946, 4.23827, -1.91150], [0.24151, -0.09127, -3.96146], [3.87537, 1.83774, -2.67541], [0.44155, 1.80042, -0.11398], [4.32126, 0.06341, 0.67561], [2.86928, -0.20491, 1.58913], [-4.90068, -2.07413, 4.08240], [1.51158, -2.35245, -0.81049], [-4.18853, -1.42861, -0.20235], [4.65569, -1.01170, -1.21710], [3.41508, -2.01385, -1.90631], [-5.02095, -2.58285, -2.28349], [-3.67725, -3.28246, -3.21148], [-3.63448, -1.56390, -2.74995], [-3.86641, -3.92706, 4.98196], [-3.79845, -4.56123, 3.32935], [-2.45887, -3.57134, 3.96438], [0.61925, -0.47313, 1.11383], [1.14608, -1.94127, 1.96605], [-0.75729, -1.99263, -0.39324], [-0.43017, -3.30400, 0.76055], [-1.80109, -0.63772, 1.36125], [-1.39498, -1.85570, 2.57365], [-2.90768, -3.48700, 1.43117]], "mulliken_charge": [-0.649, -0.700, -0.542, -0.417, 0.740, 0.048, 0.654, -0.454, -0.573, -0.744, -0.825, -0.510, -0.038, -0.485, -0.390, 0.414, 0.472, 0.450, -0.508, -0.309, -0.126, -0.034, -0.147, -0.340, -1.309, -0.772, -0.841, -0.634, -0.854, -0.034, 0.330, 0.381, 0.385, 0.368, 0.441, 0.352, 0.393, 0.469, 0.559, 0.505, 0.200, 0.207, 0.303, 0.267, 0.279, 0.217, 0.205, 0.383, 0.344, 0.283, 0.334, 0.294, 0.205, 0.420, 0.508, 0.430, 0.300, 0.234, 0.293, 0.570]}